1.
DFT (ωB97M-V/def2-TZVPD) results for a molecular structure, C12H12FNO9P2S at a distorted geometry.

```
38
Properties=species:S:1:pos:R:3:lowdin_charge:R:1
O -4.848 5.519 -1.502 -0.4366
P -3.585 5.378 -0.513 0.4968
O -4.179 5.858 1.068 -0.2506
O -2.282 6.411 -1.032 -0.2538
P -3.099 3.255 -0.408 0.7813
N -1.333 2.976 -0.139 -0.3916
S -1.152 2.751 1.617 0.8235
O -2.052 3.854 2.271 -0.3759
O -1.654 1.334 2.029 -0.3536
F 0.480 2.988 2.119 -0.2205
H -4.726 5.066 1.371 0.0796
H -2.711 7.228 -1.467 0.1054
H -3.377 2.673 -1.707 -0.0315
H -1.191 1.990 -0.513 0.0666
C -0.537 -4.275 1.014 0.0163
C -0.873 -3.596 -0.087 0.0053
C -0.968 -2.123 -0.081 -0.3971
O -1.278 -1.502 -1.088 0.0691
C -0.676 -1.429 1.189 0.0168
C -0.340 -2.108 2.291 0.0379
C -0.245 -3.581 2.284 -0.3775
O 0.064 -4.202 3.291 0.1046
H -0.464 -5.355 1.026 0.1277
H -1.090 -4.091 -1.027 0.1266
H -0.750 -0.349 1.177 0.0705
H -0.124 -1.613 3.230 0.1268
C 2.908 -0.880 -2.073 0.0291
C 2.182 -1.919 -1.647 0.0284
C 2.804 -3.037 -0.911 -0.3676
O 2.141 -3.989 -0.522 0.0990
C 4.258 -2.963 -0.663 0.0252
C 4.983 -1.924 -1.089 0.0239
C 4.361 -0.806 -1.825 -0.3828
O 5.024 0.146 -2.213 0.1027
H 2.468 -0.052 -2.615 0.1240
H 1.115 -1.988 -1.821 0.1045
H 4.698 -3.791 -0.121 0.1235
H 6.050 -1.855 -0.915 0.1239
```

Gap between HOMO and LUMO   8.105 eV
HOMO   -10.15 eV
LUMO energy   -0.0752 Eh
Largest force on an atom   0.139 hartree/bohr
Net charge   0
DFT total energy   -64681.759 eV

=====

2.
DFT (ωB97M-V/def2-TZVPD) results for 2 unconnected molecules or ions with the total composition C20H18F3N3O5S2 at a distorted geometry.

```
51
Properties=species:S:1:pos:R:3:lowdin_charge:R:1
C 2.855 1.684 2.857 -0.0288
O 2.611 0.385 2.245 -0.1229
C 3.161 0.135 1.027 -0.2419
C 2.974 -1.170 0.561 -0.0711
N 2.119 -2.085 1.332 0.0380
C 0.795 -1.851 1.583 -0.5337
N 0.295 -2.890 2.307 -0.0619
C -1.113 -3.108 2.704 0.0360
C 1.334 -3.773 2.553 -0.0058
C 2.444 -3.270 1.958 0.0082
C 3.361 -1.467 -0.759 -0.2060
O 3.072 -2.723 -1.207 -0.0778
C 3.827 -3.146 -2.375 -0.0446
C 3.951 -0.480 -1.587 -0.0141
C 4.190 0.795 -1.090 -0.0422
C 3.759 1.123 0.202 0.0038
H 2.318 1.654 3.805 0.0925
H 3.932 1.802 3.057 0.1031
H 2.495 2.509 2.215 0.1042
H -1.639 -2.143 2.638 0.0825
H -1.582 -3.869 2.053 0.1151
H -1.154 -3.501 3.734 0.1088
H 1.162 -4.692 3.098 0.1372
H 3.415 -3.706 1.869 0.1362
H 3.556 -4.190 -2.537 0.0951
H 3.580 -2.540 -3.258 0.0904
H 4.908 -3.044 -2.198 0.1033
H 4.199 -0.706 -2.631 0.1106
H 4.720 1.527 -1.718 0.1248
H 3.847 2.144 0.570 0.1085
F -0.113 0.119 3.551 0.0880
C -0.716 0.374 2.348 -0.7329
F -2.041 0.090 2.450 0.0919
F -0.572 1.698 2.064 0.0930
S 0.081 -0.529 0.929 1.2329
N -2.644 1.460 -0.568 -0.1100
C -3.889 0.904 -0.657 -0.5285
O -4.313 -0.027 0.041 -0.0070
C -4.623 1.707 -1.693 -0.1418
C -3.760 2.552 -2.378 -0.2247
C -4.189 3.493 -3.305 -0.0470
C -5.582 3.661 -3.435 -0.0838
C -6.478 2.863 -2.692 -0.0877
C -6.002 1.859 -1.842 -0.0195
S -2.074 2.342 -1.793 0.5833
O -1.502 3.585 -1.339 -0.3351
O -1.318 1.599 -2.780 -0.3454
H -3.456 4.084 -3.863 0.1179
H -5.978 4.453 -4.073 0.0950
H -7.552 3.058 -2.745 0.0967
H -6.674 1.252 -1.227 0.1173
```

Gap between HOMO and LUMO   6.286 eV
HOMO   -7.11 eV
LUMO energy   -0.0302 Eh
Largest force on an atom   0.075 hartree/bohr
Net charge   0
Energy above the lowest of the compared OMol25 structures with the same formula, charge and spin   0.0 kcal/mol
DFT total energy   -65559.408 eV

=====

3.
DFT (ωB97M-V/def2-TZVPD) results for 2 unconnected molecules or ions with the total composition C6H11NO3 at a distorted geometry.

```
21
Properties=species:S:1:pos:R:3:lowdin_charge:R:1
C -2.550 0.764 0.225 0.0426
C -1.537 1.114 1.007 -0.0877
C -0.115 1.309 0.610 -0.5405
O 0.719 1.623 1.451 0.0269
N 0.219 0.973 -0.665 -0.0185
C 1.525 1.330 -1.181 -0.0780
H -3.551 0.675 0.620 0.0621
H -2.444 0.548 -0.826 0.0592
H -1.715 1.374 2.043 0.1067
H -0.431 0.283 -1.283 0.1571
H 1.482 2.295 -1.691 0.0850
H 1.870 0.564 -1.878 0.0759
H 2.244 1.396 -0.362 0.0832
C 0.171 -1.879 0.960 0.0208
C 0.370 -1.635 -0.510 -0.5459
O -0.536 -1.436 -1.323 0.0332
O 1.634 -1.730 -0.949 0.1105
H 0.530 -2.876 1.213 0.0962
H 0.727 -1.143 1.543 0.0936
H -0.879 -1.789 1.213 0.0890
H 2.265 -1.761 -0.217 0.1286
```

Gap between HOMO and LUMO   9.809 eV
HOMO   -9.30 eV
LUMO energy   0.0185 Eh
Largest force on an atom   0.076 hartree/bohr
Net charge   0
Structure (SMILES)   C=CC(=O)NC.CC(=O)O
Energy above the lowest of the compared OMol25 structures with the same formula, charge and spin   41.8 kcal/mol
DFT total energy   -14032.466 eV

=====

Among the records above, which one has the highest gap between HOMO and LUMO?
C6H11NO3

=====

What is the HOMO in the third record?
-9.30 eV